No. 1
{
  "formula": "C2H5N",
  "method": "wB97M-V/def2-TZVPD",
  "orbital_gap_ha": 0.3904,
  "de_lowest_kj_mol": 53.7,
  "lumo_ev": 1.25,
  "smiles": "[H]/N=C/C",
  "total_charge": 0,
  "total_energy_ha": -133.9130,
  "elements": ["C", "C", "N", "H", "H", "H", "H", "H"],
  "xyz": [[-0.0787, 0.0160, 0.5776], [0.1444, -0.4821, -0.8136], [-0.4301, 1.2095, 0.7871], [0.1338, -0.7656, 1.2810], [1.2448, -0.3215, -1.0634], [-0.5757, 0.1188, -1.3281], [0.0609, -1.5195, -1.0795], [-0.4993, 1.7444, 1.6389]],
  "forces_ev_per_angstrom": [[0.16, -0.11, 0.69], [1.37, 0.93, -0.27], [0.15, 0.18, -1.73], [0.14, -0.10, 1.36], [-1.39, 0.55, 0.01], [0.20, 0.34, -1.40], [-0.70, -0.66, 0.65], [0.06, -1.12, 0.68]]
}


No. 2
{
  "formula": "C39H53MgN5P2",
  "method": "wB97M-V/def2-TZVPD",
  "orbital_gap_ha": 0.1918,
  "de_lowest_kj_mol": 0.0,
  "lumo_ev": -0.37,
  "total_charge": 0,
  "total_energy_ha": -2674.2967,
  "elements": ["Mg", "C", "C", "C", "C", "C", "C", "C", "C", "C", "H", "H", "H", "H", "H", "H", "H", "H", "H", "H", "H", "H", "H", "H", "H", "P", "P", "N", "N", "N", "N", "C", "C", "C", "C", "C", "C", "C", "C", "C", "C", "C", "C", "C", "C", "C", "C", "C", "C", "H", "H", "H", "H", "H", "H", "H", "H", "H", "H", "H", "H", "H", "H", "H", "H", "H", "H", "H", "H", "C", "C", "C", "C", "C", "C", "C", "C", "N", "C", "C", "C", "C", "H", "H", "H", "H", "H", "H", "H", "H", "H", "H", "H", "H", "H", "H", "H", "H", "H", "H"],
  "xyz": [[-0.9927, 0.2031, 0.6863], [1.0055, -5.1029, -0.3434], [1.9178, -4.2859, -0.8769], [2.2952, -4.3104, -2.3303], [1.1228, -4.4426, -3.3502], [-0.1207, -3.6670, -3.0432], [-1.0101, -3.8927, -2.0577], [-1.2469, -5.2217, -1.4396], [0.0506, -5.9762, -1.0819], [-2.8138, 1.2891, 0.4650], [1.0008, -5.2718, 0.7335], [2.6370, -3.7847, -0.2197], [2.9582, -5.1744, -2.5186], [2.8939, -3.4166, -2.5707], [1.5069, -4.0814, -4.3173], [0.8869, -5.5042, -3.4924], [-0.3644, -2.9208, -3.8098], [-1.7724, -3.1380, -1.8672], [-1.8513, -5.8442, -2.1338], [-1.8555, -5.0774, -0.5331], [-0.2236, -6.8330, -0.4448], [0.5169, -6.3756, -1.9981], [-3.0807, 1.4375, 1.5226], [-3.6026, 0.7178, -0.0343], [-2.6852, 2.2691, -0.0125], [-0.8504, 0.0243, -1.8496], [1.5107, -0.3439, 0.5214], [-2.2303, -0.9077, -2.4735], [-0.8879, 1.2327, -3.1001], [1.0502, -1.8197, 1.4025], [3.0181, -0.1001, 1.2946], [0.6609, -0.9789, -2.1241], [1.8886, -0.9323, -1.1572], [-3.2563, -1.4346, -1.6527], [-4.1401, -2.1460, -2.4506], [-3.6470, -2.0916, -3.7965], [-2.4714, -1.3479, -3.7829], [-1.8244, 2.2888, -3.0692], [-1.4792, 3.2073, -4.0446], [-0.2873, 2.7289, -4.6891], [0.0557, 1.5250, -4.0920], [-0.2803, -2.1473, 1.7049], [-0.2872, -3.3164, 2.4357], [1.0600, -3.7410, 2.5873], [1.8568, -2.8225, 1.9271], [4.2477, -0.7516, 1.1508], [5.1820, -0.0897, 1.9370], [4.5090, 0.9941, 2.5934], [3.1883, 0.9725, 2.1888], [1.0143, -0.8302, -3.1574], [0.2814, -2.0122, -2.0680], [2.3217, -1.9450, -1.0886], [2.6671, -0.2727, -1.5802], [-3.2613, -1.2529, -0.5838], [-5.0382, -2.6469, -2.1151], [-4.0926, -2.5518, -4.6670], [-1.7997, -1.0731, -4.5803], [-2.6533, 2.2641, -2.3761], [-2.0104, 4.1190, -4.2707], [0.2468, 3.2120, -5.4924], [0.8695, 0.8405, -4.2701], [-1.1575, -1.5715, 1.3815], [-1.1718, -3.8283, 2.7933], [1.3953, -4.6575, 3.0672], [2.9324, -2.8056, 1.7813], [4.3273, -1.6260, 0.5193], [6.2275, -0.3503, 2.0369], [4.9436, 1.7062, 3.2786], [2.3353, 1.5948, 2.4390], [-1.6230, 6.1573, 4.2725], [-1.3717, 4.7160, 3.9096], [-1.7341, 3.7124, 4.8118], [-1.4952, 2.3678, 4.5288], [-1.9067, 1.3370, 5.5321], [-0.8940, 2.0011, 3.3282], [-0.5510, 2.9793, 2.3344], [-0.7967, 4.3510, 2.7010], [-0.0479, 2.5493, 1.1364], [0.6647, 3.5345, 0.2872], [-0.3113, 4.4886, -0.4130], [1.7411, 4.3404, 1.0382], [1.4135, 2.8192, -0.8337], [-2.7015, 6.3460, 4.3738], [-1.1711, 6.3945, 5.2453], [-1.2240, 6.8597, 3.5303], [-2.1972, 4.0088, 5.7564], [-1.4420, 1.5356, 6.5066], [-2.9925, 1.3448, 5.6809], [-1.6079, 0.3421, 5.1975], [-0.6384, 0.9398, 3.1707], [-0.4945, 5.1499, 2.0253], [-0.9566, 5.0335, 0.2783], [0.2751, 5.2221, -0.9821], [-0.9552, 3.9322, -1.1038], [2.4847, 3.6730, 1.4870], [2.2351, 4.9854, 0.3018], [1.3470, 4.9870, 1.8231], [2.1647, 2.1264, -0.4422], [0.7262, 2.2736, -1.4875], [1.9242, 3.5824, -1.4357]],
  "forces_ev_per_angstrom": [[-0.26, 4.08, 0.40], [0.67, -0.13, 0.58], [0.36, -1.18, 0.15], [-0.23, 0.25, -0.55], [0.35, -0.31, -0.64], [-0.75, -0.33, -0.19], [-0.14, -0.01, -1.73], [0.15, -0.35, 0.90], [-0.28, -0.61, -0.31], [-0.36, -1.08, 0.65], [-0.12, 0.56, -0.23], [-0.41, -0.19, -0.12], [-0.08, 0.34, 0.18], [-0.20, -0.21, -0.02], [-0.09, -0.23, 0.22], [0.16, 0.32, -0.15], [0.29, 0.29, 0.84], [0.01, -0.38, -0.35], [0.24, 0.39, 0.31], [0.16, -0.20, -0.14], [0.19, 0.21, -0.26], [-0.33, -0.01, 0.62], [-0.32, 0.25, -0.33], [-0.27, 0.36, 0.14], [0.29, -0.31, 0.12], [-0.80, -0.34, -1.35], [0.23, -1.35, 1.07], [0.05, -0.58, 0.41], [0.09, 0.68, 0.21], [-0.16, -0.45, -0.28], [0.04, 0.88, 0.05], [0.34, -0.17, -0.62], [0.46, 0.27, -0.50], [-0.08, -0.11, -0.98], [0.95, 0.60, 0.23], [1.05, 0.65, 0.47], [-0.93, -0.25, 0.70], [0.72, -0.01, -0.77], [0.21, -1.01, 0.56], [-0.15, -0.90, 0.76], [-0.57, 0.69, 0.06], [0.78, -0.44, 0.24], [-0.24, 0.31, -0.28], [0.29, 0.49, -0.40], [-0.66, -0.03, 0.34], [0.41, 0.72, 0.43], [-1.01, -0.36, -0.52], [-0.88, -0.33, -0.51], [0.75, -0.36, 0.00], [-0.01, -0.35, 0.35], [0.06, 0.63, 0.00], [-0.20, 0.52, -0.14], [-0.28, -0.11, 0.29], [-0.05, 0.09, -0.33], [0.15, 0.10, 0.01], [0.07, 0.10, 0.08], [-0.08, 0.06, -0.01], [0.13, 0.00, -0.01], [0.01, -0.09, 0.05], [-0.01, -0.08, 0.04], [0.01, 0.21, -0.10], [0.27, -0.74, 0.34], [0.14, 0.14, 0.00], [-0.05, 0.39, -0.05], [-0.39, 0.09, 0.23], [0.14, 0.20, 0.02], [-0.19, -0.03, -0.04], [-0.06, -0.07, -0.06], [0.12, -0.05, -0.08], [-0.08, 0.17, 0.08], [0.12, -0.63, -0.11], [-0.11, 0.26, 0.20], [-0.01, 0.27, -0.32], [0.05, -0.20, 0.26], [-0.09, 0.59, -0.11], [0.09, -0.06, -0.30], [0.16, -0.07, -0.02], [0.65, -0.42, 0.35], [-0.65, -0.26, 0.60], [-0.02, 0.28, -0.22], [0.08, 0.19, -0.11], [-0.06, -0.04, -0.05], [0.23, -0.03, -0.07], [-0.06, -0.04, -0.21], [-0.06, -0.22, 0.11], [0.09, -0.22, -0.16], [-0.09, -0.10, -0.16], [0.14, -0.04, -0.04], [-0.05, -0.05, 0.12], [-0.05, 0.30, -0.03], [-0.32, -0.33, 0.37], [0.10, -0.15, -0.20], [-0.24, -0.01, -0.10], [0.14, 0.09, 0.10], [-0.06, 0.09, -0.11], [0.15, -0.04, 0.19], [0.14, -0.20, -0.12], [0.11, 0.04, 0.07], [0.02, 0.05, 0.04], [-0.01, -0.34, -0.05]]
}


No. 3
{
  "formula": "C5H15Cl2N2O3P",
  "method": "wB97M-V/def2-TZVPD",
  "orbital_gap_ha": 0.3187,
  "lumo_ev": 0.44,
  "smiles": "C[C@@H](Cl)[C@H](Cl)[PH3]COO.NC(N)=O",
  "total_charge": 0,
  "total_energy_ha": -1796.3392,
  "elements": ["C", "C", "Cl", "C", "Cl", "P", "C", "O", "O", "H", "H", "H", "H", "H", "H", "H", "H", "H", "H", "H", "C", "O", "N", "N", "H", "H", "H", "H"],
  "xyz": [[1.7945, -0.0265, -1.6490], [1.7146, 1.1730, -0.7199], [3.3191, 2.0189, -0.7482], [0.5759, 2.0921, -1.0920], [0.4324, 3.4523, 0.0564], [-1.1368, 1.1258, -1.0612], [-2.8097, 0.2483, -0.9547], [-2.7489, -1.1635, -1.1102], [-2.5016, -1.3858, -2.5182], [2.6800, -0.6200, -1.4262], [1.8281, 0.2749, -2.6970], [0.9258, -0.6757, -1.5020], [1.5823, 0.8583, 0.3179], [0.7394, 2.5334, -2.0798], [-1.7800, 2.3638, -0.8129], [-0.9456, 0.7258, -2.4048], [-0.6456, 0.3254, 0.0014], [-3.5478, 0.6707, -1.6516], [-3.1740, 0.3666, 0.0733], [-1.6709, -1.8822, -2.4808], [0.5099, -1.1408, 2.8055], [0.1048, -0.1475, 2.2231], [0.1966, -2.4044, 2.3898], [1.3090, -1.0605, 3.9087], [0.4920, -3.2301, 2.8748], [-0.4635, -2.4874, 1.6380], [1.5676, -0.1421, 4.2183], [1.6526, -1.8625, 4.4013]],
  "forces_ev_per_angstrom": [[-0.03, -0.18, 0.08], [-0.02, 0.07, 0.08], [-0.07, 0.01, -0.03], [0.05, -0.03, -0.12], [0.02, -0.02, 0.04], [-0.07, 0.09, 0.10], [-0.15, 0.09, 0.14], [0.15, -0.03, -0.30], [0.10, -0.13, 0.19], [0.01, 0.05, -0.02], [0.03, 0.05, 0.03], [0.03, 0.05, -0.03], [0.03, -0.04, -0.08], [-0.02, -0.04, 0.04], [-0.05, 0.08, -0.02], [0.07, -0.06, 0.04], [0.02, -0.02, -0.05], [0.04, -0.03, 0.07], [-0.04, 0.08, -0.07], [-0.12, 0.03, -0.04], [-0.02, 0.01, 0.01], [0.01, 0.02, -0.06], [0.04, -0.03, -0.05], [0.01, 0.00, -0.01], [-0.04, 0.00, 0.02], [0.01, 0.00, 0.03], [0.01, -0.01, -0.01], [0.00, 0.01, 0.00]]
}